Entry from the Open Molecules 2025 dataset: a structure of composition C63H51N5O2P2SSr at a distorted geometry (the ωB97M-V functional and the def2-TZVPD basis).

```
! wB97M-V def2-TZVPD RIJCOSX def2/J DEFGRID3
* xyz 2 1
Sr -1.528 0.839 -0.286
O 1.435 1.066 -1.487
S 1.742 0.218 -0.280
C 2.968 1.145 0.634
C 3.943 1.805 -0.074
C 5.062 2.385 0.550
C 5.221 2.189 1.898
C 6.342 2.554 2.835
C 5.963 1.896 4.188
C 4.616 1.267 3.948
C 3.799 0.513 4.744
C 2.555 0.107 4.228
C 2.109 0.399 2.950
P 0.294 0.240 2.622
C -0.028 -1.380 3.413
C 0.668 -2.488 2.927
C 0.395 -3.756 3.415
C -0.583 -3.932 4.386
C -1.287 -2.837 4.865
C -1.017 -1.564 4.378
C -0.367 1.493 3.801
C -1.026 2.571 3.209
C -1.532 3.614 3.970
C -1.392 3.591 5.348
C -0.751 2.518 5.952
C -0.245 1.477 5.191
C 3.027 1.019 2.049
C 4.229 1.490 2.614
C 2.776 -1.152 -0.836
C 3.986 -1.377 -0.215
C 4.853 -2.424 -0.572
C 4.477 -3.248 -1.592
C 5.181 -4.412 -2.234
C 4.176 -4.958 -3.277
C 2.978 -4.054 -3.164
C 1.769 -4.077 -3.798
C 0.822 -3.102 -3.452
C 1.038 -2.093 -2.524
P -0.384 -0.948 -2.242
C -0.410 0.054 -3.778
C -0.741 1.400 -3.631
C -0.745 2.267 -4.711
C -0.400 1.797 -5.969
C -0.051 0.464 -6.129
C -0.053 -0.402 -5.046
C -1.729 -2.181 -2.443
C -2.691 -2.175 -3.446
C -3.578 -3.239 -3.563
C -3.511 -4.309 -2.686
C -2.575 -4.303 -1.657
C -1.702 -3.238 -1.528
C 2.295 -2.045 -1.845
C 3.214 -3.062 -2.194
H 3.872 1.824 -1.157
H 5.807 2.906 -0.038
H 6.427 3.638 2.924
H 7.301 2.192 2.463
H 5.917 2.619 5.003
H 6.695 1.141 4.476
H 4.070 0.252 5.759
H 1.905 -0.467 4.875
H 1.435 -2.350 2.171
H 0.951 -4.608 3.046
H -0.791 -4.922 4.771
H -2.045 -2.972 5.626
H -1.577 -0.717 4.752
H -1.132 2.593 2.131
H -2.040 4.440 3.488
H -1.785 4.402 5.945
H -0.648 2.486 7.029
H 0.233 0.651 5.696
H 4.308 -0.722 0.581
H 5.794 -2.544 -0.052
H 5.455 -5.166 -1.495
H 6.106 -4.081 -2.708
H 3.904 -5.995 -3.081
H 4.584 -4.925 -4.288
H 1.522 -4.829 -4.536
H -0.146 -3.171 -3.927
H -0.963 1.784 -2.644
H -1.001 3.310 -4.572
H -0.395 2.467 -6.817
H 0.238 0.098 -7.106
H 0.242 -1.428 -5.204
H -2.724 -1.360 -4.160
H -4.304 -3.249 -4.366
H -4.187 -5.147 -2.798
H -2.518 -5.135 -0.967
H -0.948 -3.246 -0.746
C -3.688 -2.866 1.811
C -4.769 -3.160 0.999
C -5.094 -2.285 -0.024
C -4.329 -1.139 -0.211
N -3.275 -0.861 0.568
C -2.976 -1.708 1.554
C -4.672 -0.160 -1.271
C -5.990 -0.010 -1.690
C -6.288 0.918 -2.673
C -5.259 1.676 -3.206
C -3.978 1.471 -2.725
N -3.677 0.578 -1.782
H -3.390 -3.518 2.621
H -5.346 -4.063 1.151
H -5.921 -2.504 -0.683
H -2.146 -1.431 2.188
H -6.779 -0.592 -1.236
H -7.306 1.048 -3.013
H -5.444 2.419 -3.969
H -3.152 2.040 -3.132
C -3.686 5.297 0.010
N -2.265 4.974 -0.093
C -1.308 5.936 -0.080
C 0.000 5.646 -0.257
C 0.331 4.286 -0.531
N -0.606 3.335 -0.445
C -1.886 3.643 -0.201
O -2.736 2.741 -0.067
N 1.541 3.907 -0.907
H -3.808 6.269 0.481
H -4.185 4.539 0.604
H -4.142 5.320 -0.980
H -1.655 6.948 0.075
H 0.754 6.417 -0.230
H 2.290 4.569 -1.002
H 1.673 2.934 -1.181
*
```

Gap between HOMO and LUMO (Eh): 0.284
HOMO energy (eV): -12.0
Energy relative to the best compared isomer or geometry (same formula, charge and spin) (kJ/mol): 203.7
Calculated total energy (eV): -107946.8670

Entry from the Open Molecules 2025 dataset: a cluster of 4 separate species, C2H12O3S2 in total at a distorted geometry (the ωB97M-V functional and the def2-TZVPD basis).

```
! wB97M-V def2-TZVPD RIJCOSX def2/J DEFGRID3
* xyz 0 1
C 1.919 1.025 0.817
C 1.660 1.833 2.077
S 0.015 2.647 2.207
S -1.308 1.165 1.656
H 2.770 1.451 0.269
H 2.211 0.020 1.073
H 1.104 1.071 0.105
H 1.674 1.223 2.978
H 2.403 2.611 2.229
H -0.830 0.379 0.681
H -2.781 -3.579 -2.131
H -2.937 -2.234 -1.360
O -2.400 -3.030 -1.421
H -1.196 1.044 -1.069
H -1.693 0.308 -2.284
O -1.035 0.245 -1.583
H 0.467 -1.510 -1.832
H -0.504 -2.384 -1.156
O 0.460 -2.287 -1.258
*
```

Structure (SMILES): CCSS.O.O.O
Gap between HOMO and LUMO (Eh): 0.310
HOMO energy (eV): -8.3
Energy relative to the best compared isomer or geometry (same formula, charge and spin) (kJ/mol): 102.0
Calculated total energy (eV): -30081.1728

Entry from the Open Molecules 2025 dataset: the ion CH3Br2ClP with charge +1 at a distorted geometry (the ωB97M-V functional and the def2-TZVPD basis).

```
! wB97M-V def2-TZVPD RIJCOSX def2/J DEFGRID3
* xyz 1 1
C 0.558 -0.085 -0.892
P -0.396 0.056 0.679
Cl 0.837 -0.427 2.055
Br -1.142 2.101 1.138
Br -2.138 -1.242 0.918
H 0.312 0.388 -1.846
H 0.375 -1.088 -1.332
H 1.595 0.297 -0.720
*
```

Gap between HOMO and LUMO (Eh): 0.378
HOMO energy (eV): -15.7
Energy relative to the best compared isomer or geometry (same formula, charge and spin) (kJ/mol): 30.1
Calculated total energy (eV): -162975.5753

Entry from the Open Molecules 2025 dataset: the molecule C7H9NO5S at a distorted geometry (the ωB97M-V functional and the def2-TZVPD basis).

```
! wB97M-V def2-TZVPD RIJCOSX def2/J DEFGRID3
* xyz 0 1
C 2.360 0.680 -1.127
C 2.608 0.072 0.130
C 1.268 0.536 -1.869
C 1.678 -0.740 0.613
C 0.106 -0.214 -1.334
C 0.466 -1.015 -0.099
C -2.279 0.736 1.382
N -0.409 -1.802 0.374
O -0.416 -2.414 1.504
O -1.584 -1.966 -0.285
O -1.360 2.811 -0.139
O 0.146 1.281 0.978
O -1.040 0.614 -1.098
S -1.049 1.463 0.222
H 3.007 1.451 -1.551
H 3.323 0.474 0.848
H 1.332 0.959 -2.856
H 1.784 -1.254 1.580
H -0.239 -0.931 -2.044
H -2.825 1.649 1.904
H -3.004 0.342 0.709
H -1.756 -0.056 2.008
H -2.117 -2.675 0.149
*
```

Structure (SMILES): CS(=O)(=O)O[C@H]1C=CC=C/C1=[N+](\[O-])O
Gap between HOMO and LUMO (Eh): 0.295
HOMO energy (eV): -8.6
Energy relative to the best compared isomer or geometry (same formula, charge and spin) (kJ/mol): 321.3
Calculated total energy (eV): -29961.9407